Record 1
Density functional theory data (the ωB97M-V functional and the def2-TZVPD basis) for a 2-piece molecular cluster, C10H13NO3 overall in a non-equilibrium geometry.

The largest force on an atom is 0.1835 hartree/bohr. As for the energy above the lowest of the compared OMol25 structures with the same formula, charge and spin: 790.4 kJ/mol. The charge is 0.

Last column: Mulliken charge in e.
CARTESIAN COORDINATES (ANGSTROEM)
O -1.389 3.560 -1.338  -0.734
O -0.520 -1.386 1.543  -0.352
O -1.315 2.652 1.481  -0.518
N 1.894 -1.574 -0.374  -0.433
C -1.161 -0.176 1.727  -0.572
C -0.225 0.127 -1.899  -0.827
C -0.859 2.315 -1.001  0.474
C 2.325 -1.256 1.009  -0.705
C -0.790 0.684 0.465  0.602
C -0.502 -1.577 0.185  0.256
C -0.310 1.545 -2.051  -0.477
C -0.997 2.051 0.299  0.021
C -0.399 -0.167 -0.492  0.481
C 0.565 -2.405 -0.161  -0.935
H -1.142 3.556 1.379  0.310
H 0.668 -2.923 -1.235  0.257
H 0.274 -0.384 -2.817  0.246
H 0.868 -3.252 0.621  0.333
H 2.620 -2.222 -0.629  0.298
H 2.189 -2.015 1.897  0.220
H -1.522 -2.097 0.010  0.308
H 3.395 -0.711 0.885  0.312
H 1.629 -0.540 1.383  0.202
H 0.124 2.267 -2.966  0.229
H -2.311 3.788 -2.385  0.375
H -2.373 -0.067 1.852  0.240
H -0.734 0.207 2.611  0.387

=====

Record 2
Density functional theory data (the ωB97M-V functional and the def2-TZVPD basis) for one molecule with the formula C10H13NOS in a non-equilibrium geometry.

Its SMILES is CC(=O)NCCSc1ccccc1. The largest force on an atom is 0.1263 hartree/bohr. As for the energy above the lowest of the compared OMol25 structures with the same formula, charge and spin: 313.1 kJ/mol. The charge is 0.

Last column: Mulliken charge in e.
CARTESIAN COORDINATES (ANGSTROEM)
S -2.175 0.592 -0.360  -0.084
O 2.000 1.592 -0.170  -0.673
N 0.639 0.827 -1.777  -0.164
C -1.109 -1.867 0.230  -0.159
C 1.798 0.707 -1.132  0.752
C 2.482 -0.668 -1.098  -1.046
C -0.242 -2.782 0.803  -0.398
C 0.621 -2.217 1.786  -0.411
C -0.983 2.075 -0.316  -0.449
C -1.069 -0.569 0.672  0.337
C 0.365 -1.102 2.464  -0.552
C -0.371 -0.086 1.739  -0.327
C -0.182 2.064 -1.550  -0.813
H -0.454 2.167 0.659  0.274
H 2.171 -1.314 -0.314  0.137
H 0.099 -3.754 0.413  0.318
H -1.773 2.986 -0.304  0.318
H 1.054 -0.772 3.316  0.261
H -1.523 -1.911 -0.871  0.262
H 1.389 -2.863 2.228  0.347
H 0.461 2.821 -1.693  0.387
H -0.777 1.996 -2.497  0.373
H 0.314 -0.106 -2.248  0.305
H 2.596 -1.133 -2.091  0.369
H -0.586 0.978 2.055  0.310
H 3.496 -0.423 -0.685  0.328

=====

Record 3
Density functional theory data (the ωB97M-V functional and the def2-TZVPD basis) for one molecule with the formula C10H13NOS in a non-equilibrium geometry.

Its SMILES is c1cc2c(s1)CC[C@@H]1NCCO[C@H]21. The largest force on an atom is 0.0538 hartree/bohr. As for the energy above the lowest of the compared OMol25 structures with the same formula, charge and spin: 189.1 kJ/mol. The charge is 0.

Last column: Mulliken charge in e.
CARTESIAN COORDINATES (ANGSTROEM)
S 3.141 0.243 0.186  -0.267
O -1.337 -1.149 0.838  -0.413
N -2.739 0.900 -0.134  -0.406
C 0.928 1.964 0.082  -0.506
C 1.517 0.601 -0.051  0.488
C 2.876 -1.407 -0.171  -0.293
C 1.547 -1.687 -0.434  -1.060
C -2.741 -1.346 0.598  -0.421
C -1.340 0.919 -0.532  0.152
C -0.761 -0.528 -0.307  0.394
C 0.705 -0.521 -0.247  -0.403
C -0.573 1.897 0.384  -0.957
C -3.378 -0.352 -0.397  -0.544
H 1.572 2.520 0.856  0.401
H -4.440 -0.242 -0.289  0.412
H 3.612 -2.194 -0.090  0.433
H 1.198 2.494 -0.851  0.332
H -0.686 1.595 1.426  0.282
H -2.983 -2.430 0.378  0.254
H -1.179 -1.147 -1.166  0.388
H -3.097 -1.148 1.612  0.361
H -3.062 -0.711 -1.416  0.265
H -0.925 2.940 0.238  0.302
H -1.151 1.132 -1.641  0.174
H 1.233 -2.705 -0.744  0.352
H -3.167 1.658 -0.597  0.281

=====

Record 4
Density functional theory data (the ωB97M-V functional and the def2-TZVPD basis) for a 2-piece molecular cluster, C10H13O2 overall in a non-equilibrium geometry.

The largest force on an atom is 0.0345 hartree/bohr. As for the energy above the lowest of the compared OMol25 structures with the same formula, charge and spin: 34.7 kJ/mol. The charge is -1.

Last column: Mulliken charge in e.
CARTESIAN COORDINATES (ANGSTROEM)
O 3.115 -0.909 0.295  -0.768
O 2.612 1.202 0.917  -0.732
C -2.172 -0.756 -0.122  -0.501
C -0.620 0.183 -1.731  0.567
C 1.470 0.577 3.267  -1.038
C -1.731 0.745 -2.396  -0.452
C -3.261 -0.277 -0.828  -0.464
C 2.632 -0.040 1.050  0.550
C 0.718 0.104 -2.413  -1.195
C 1.924 -0.556 2.360  -0.308
C -0.874 -0.541 -0.573  -0.134
C -3.015 0.519 -1.943  -0.410
H -2.289 -1.467 0.681  0.350
H 0.549 0.361 3.815  0.304
H -3.845 0.941 -2.504  0.325
H -1.441 1.490 -3.146  0.283
H -0.022 -1.094 -0.185  0.299
H 2.209 0.768 4.065  0.257
H 1.077 -1.181 2.094  0.104
H 0.669 -0.645 -3.195  0.283
H 1.487 1.524 2.746  0.318
H 1.510 -0.195 -1.729  0.315
H 2.586 -1.271 2.849  0.369
H 0.980 1.081 -2.808  0.314
H -4.270 -0.563 -0.565  0.364

=====

Q: Which value of largest force on an atom does entry 3 give?
A: 0.0538 hartree/bohr

=====

Q: Which value of largest force on an atom does entry 3 give?
A: 0.0538 hartree/bohr

=====

Q: What is the formula in the third record?
A: C10H13NOS